Record 1
Entry from the Open Molecules 2025 dataset: a structure of composition C39H40I3N3O3P2Sn in a non-equilibrium geometry (ωB97M-V with the def2-TZVPD basis set).

```
! wB97M-V def2-TZVPD RIJCOSX def2/J DEFGRID3
* xyz 2 1
C 0.86240 -4.33480 -2.16870
C -2.01480 -0.61690 -4.03980
H 2.04830 -0.73690 -4.29020
C 4.11510 0.91380 0.44560
H -2.67580 -1.88020 -5.62760
H 5.00460 -4.75560 0.75130
C 4.04690 -1.47530 0.24990
C 3.05820 -5.24390 2.44410
C -5.17140 -1.41360 -1.75310
C 0.98640 -5.65050 -0.16350
H -0.31520 -2.54390 -2.02830
H -4.71850 -3.08300 -3.01100
H -0.90880 -0.69000 5.80810
C -2.04000 -1.95980 -4.75000
H -2.56510 3.13150 -4.16740
C -2.60910 -3.79030 4.29790
C 0.14340 -4.76100 0.48250
C -3.44470 -5.14860 2.48060
H -2.99030 -0.39150 -3.60220
C -2.09850 -3.17560 2.00760
C -0.34470 -3.65350 -0.20240
H -2.42470 -2.74360 -4.10390
C -2.50930 -3.62760 5.69300
C -1.36290 -1.56640 5.37310
O -1.06710 -0.62060 -2.95670
C -0.58550 3.05090 -3.30890
C -3.32470 -4.90470 3.81790
C -1.43480 -1.71800 4.01270
C 2.73890 0.91990 0.34080
H 1.12660 -4.17010 -3.20200
H 0.47130 -1.26330 -6.18560
I -2.59980 3.35380 0.80320
H 1.37090 -6.50720 0.37060
H -6.09160 -1.17840 -2.26420
H -0.12560 -4.92870 1.51470
N 2.02270 -0.19950 0.16990
C -4.40000 -2.48500 -2.17180
C 1.29490 -0.56450 -6.30700
H 3.61090 -6.12550 2.16540
H -2.94070 -4.38710 6.32500
N 1.38960 -4.19500 3.76560
H 2.15300 -1.09110 -6.71690
I -0.65050 0.07010 2.95900
H -1.04280 -2.24800 -5.07360
H -1.75470 0.17330 -4.74940
C 1.78070 -3.05850 3.22000
C -3.22690 -2.80480 -1.50660
H 5.63130 -2.78000 -0.39830
H 4.66090 1.83600 0.56260
H -2.85310 -4.51850 0.53280
C 0.04480 -3.42960 -1.52090
H -1.81480 -2.39860 7.29180
C -2.01510 -2.84530 3.38860
O 0.58940 0.73900 -4.38210
C -3.58630 -0.94470 -0.01640
C 1.69450 0.04200 -4.97340
H -3.78300 -5.56240 4.53900
H 1.99030 -6.14650 -1.98910
P -1.30930 -2.32960 0.57820
C 4.78220 -0.29990 0.39730
H -1.32990 2.42440 -5.22240
N 2.68410 -2.90830 2.27540
H 2.17830 1.85080 0.39010
C 3.34120 -4.00020 1.87080
C -2.81330 -2.03700 -0.42620
H 1.70700 -6.21550 3.82840
H -4.00490 -5.99300 2.11120
H -0.77040 3.82650 -2.56050
H 2.05100 -2.24070 -0.05630
H 5.85730 -0.33960 0.49220
H 0.44970 3.12260 -3.64630
H 0.99590 0.21020 -7.00840
H 2.49410 0.77010 -5.12920
Sn -0.40790 0.20090 -0.02540
C -1.88700 -2.54090 6.22780
H 1.31360 -2.15280 3.58750
H -1.36670 4.16810 -4.94900
C 4.39830 -3.86930 0.87790
C -2.80260 -4.29130 1.58920
C 2.02910 -5.28800 3.37400
O -0.77760 1.79950 -2.63510
H -2.63040 -3.64830 -1.82290
C 4.73440 -2.76280 0.20740
H -3.30010 -0.36230 0.86550
C 2.66130 -1.36460 0.12070
H -5.38420 0.17350 -0.32220
C -4.76800 -0.64470 -0.67030
P 0.12980 0.47220 -2.86780
C 1.33710 -5.44760 -1.48930
I -3.65030 5.58990 -0.21100
C -1.52880 3.19960 -4.48730
*
```

Properties
HOMO-LUMO gap   6.932 eV
HOMO energy   -13.28 eV
Lowest unoccupied orbital energy   -6.35 eV

Löwdin population analysis, charges in e, atoms 1 to 5: atom 1 (C): -0.0530, atom 2 (C): -0.2429, atom 3 (H): 0.1059, atom 4 (C): -0.0191, atom 5 (H): 0.0952

---

Record 2
Entry from the Open Molecules 2025 dataset: a structure of composition C4H9BrO3PS2 in a non-equilibrium geometry (ωB97M-V with the def2-TZVPD basis set).

```
! wB97M-V def2-TZVPD RIJCOSX def2/J DEFGRID3
* xyz -1 1
O -1.05436 -2.93507 -0.66240
P 2.41257 0.62196 -0.18895
H -2.04362 -0.96383 1.55811
Br -2.71443 1.16084 2.32828
S -0.35790 -1.89525 0.05499
S 2.79042 -0.16451 1.54300
H 3.48086 0.36303 -1.06619
C 0.91604 0.03059 -1.13694
C -0.29810 0.87951 -0.87444
H -1.54879 1.62350 0.77978
C -1.60981 -0.67941 0.61199
H -1.10069 0.64764 -1.57772
O 0.69065 -1.34347 -1.04283
H -0.07509 0.78855 1.32712
H 0.00434 1.91730 -1.04392
H 1.21352 0.21068 -2.17904
H 2.25367 2.01384 -0.07981
C -0.85741 0.79401 0.56999
O 0.29392 -2.41523 1.21878
H -2.39579 -0.65469 -0.13979
*
```

Properties
HOMO-LUMO gap   6.588 eV
HOMO energy   -3.81 eV
Lowest unoccupied orbital energy   2.78 eV

Löwdin population analysis, charges in e, atoms 1 to 5: atom 1 (O): -0.3210, atom 2 (P): 0.3860, atom 3 (H): -0.0084, atom 4 (Br): -0.0847, atom 5 (S): 0.6140